# C3H4FNS

C3H4FNS in the gas phase (ωB97M-V/def2-TZVPD, OMol25).

```
10
Properties=species:S:1:pos:R:3:forces:R:3:nbo_charge:R:1
C 0.804733 0.567646 -0.087624 0.2 1.4 -0.1 0.047
C -0.545573 0.639278 0.057095 2.0 0.1 -0.1 0.188
C -1.464605 -0.465735 0.099860 -0.3 -0.2 0.7 -0.401
H 1.009104 -1.517079 -0.055591 1.9 2.9 0.3 0.405
H 2.517414 -0.555899 -0.049082 1.3 0.0 -0.3 0.402
H 1.315739 1.567517 -0.312815 -0.5 -1.7 0.6 0.227
H -1.236043 -1.605333 0.317232 0.3 2.6 -0.6 0.231
N 1.544325 -0.554315 0.015118 -3.0 -3.0 -0.3 -0.785
F -0.928527 1.976869 0.073218 -0.8 -1.5 -0.2 -0.334
S -3.016566 -0.052947 -0.057414 -1.2 -0.5 -0.1 0.020
```
Positions in Å, forces in eV/Å.

Results
Energy above the lowest of the compared OMol25 structures with the same formula, charge and spin = 1.410 eV
SMILES = N/C=C(/F)C=S
Total charge = 0
F_max = 4.26 eV/A